{"formula": "C46H43MnN5O4PSSi", "method": "ωB97M-V with the def2-TZVPD basis set", "symbols": ["Mn", "O", "S", "O", "N", "C", "C", "C", "C", "C", "C", "C", "C", "N", "C", "C", "C", "C", "C", "C", "C", "H", "H", "H", "H", "H", "H", "H", "H", "H", "H", "H", "C", "O", "C", "C", "C", "C", "C", "C", "N", "N", "C", "C", "C", "C", "O", "C", "N", "C", "C", "C", "C", "H", "H", "H", "H", "H", "H", "H", "H", "H", "H", "H", "H", "C", "P", "C", "C", "H", "H", "H", "H", "H", "H", "H", "H", "H", "C", "C", "C", "C", "C", "C", "Si", "C", "C", "C", "C", "C", "C", "H", "H", "H", "H", "H", "H", "H", "H", "H", "H", "H"], "coordinates": [[-0.142, -0.599, -0.165], [-1.646, 1.008, 3.078], [-1.621, -0.368, 2.644], [-1.654, -1.345, 3.696], [-0.258, -0.561, 1.702], [0.937, -0.240, 2.265], [1.185, -0.030, 3.619], [2.460, 0.324, 4.053], [3.514, 0.466, 3.179], [3.319, 0.247, 1.803], [4.336, 0.360, 0.829], [4.026, 0.133, -0.488], [2.720, -0.208, -0.845], [1.743, -0.323, 0.041], [2.021, -0.105, 1.346], [-3.116, -0.659, 1.505], [-3.604, -1.988, 1.937], [-4.848, -2.377, 2.240], [-6.110, -1.682, 2.129], [-6.373, -0.451, 1.687], [-4.006, 0.532, 1.837], [0.378, -0.145, 4.324], [2.624, 0.491, 5.108], [4.496, 0.747, 3.533], [5.343, 0.611, 1.133], [4.776, 0.200, -1.260], [2.460, -0.410, -1.876], [-2.807, -2.708, 2.083], [-4.951, -3.404, 2.568], [-6.961, -2.289, 2.416], [-7.413, -0.158, 1.595], [-3.471, 1.444, 1.557], [6.306, 4.598, 0.219], [5.436, 5.697, 0.100], [4.394, 5.597, -0.771], [4.089, 4.448, -1.498], [3.017, 4.435, -2.356], [2.190, 5.571, -2.506], [2.531, 6.740, -1.791], [3.603, 6.742, -0.938], [1.076, 5.561, -3.258], [0.664, 4.536, -3.899], [0.266, 3.366, -3.440], [0.138, 2.286, -4.347], [-0.001, 0.992, -3.915], [-0.051, 0.684, -2.539], [-0.102, -0.536, -2.086], [-0.088, 1.761, -1.611], [-0.283, 1.420, -0.313], [-0.380, 2.382, 0.587], [-0.337, 3.734, 0.252], [-0.137, 4.101, -1.066], [0.023, 3.111, -2.034], [7.101, 4.922, 0.888], [6.738, 4.327, -0.750], [5.801, 3.724, 0.646], [4.686, 3.555, -1.402], [2.797, 3.546, -2.928], [1.919, 7.619, -1.916], [3.859, 7.622, -0.370], [0.224, 2.510, -5.399], [-0.041, 0.175, -4.622], [-0.543, 2.086, 1.614], [-0.468, 4.478, 1.023], [-0.143, 5.143, -1.348], [-5.422, 0.618, 1.269], [-2.374, -0.797, -0.219], [-3.236, -2.262, -0.907], [-3.185, 0.501, -1.235], [-5.429, 0.685, 0.179], [-5.828, 1.569, 1.626], [-4.093, 0.542, 2.929], [-4.317, -2.122, -0.903], [-2.979, -3.141, -0.323], [-2.879, -2.409, -1.927], [-4.262, 0.356, -1.291], [-2.770, 0.399, -2.240], [-2.952, 1.497, -0.863], [0.040, -5.539, -4.103], [-0.930, -5.664, -3.125], [-0.881, -4.868, -1.992], [0.135, -3.940, -1.796], [1.084, -3.812, -2.810], [1.043, -4.598, -3.945], [0.410, -2.884, -0.211], [-0.105, -3.787, 1.407], [-1.214, -4.609, 1.564], [-1.513, -5.204, 2.777], [-0.708, -4.977, 3.876], [0.396, -4.152, 3.748], [0.689, -3.570, 2.531], [0.018, -6.171, -4.980], [-1.723, -6.391, -3.239], [-1.647, -4.996, -1.245], [1.875, -3.087, -2.692], [1.800, -4.491, -4.709], [1.898, -3.144, -0.107], [-1.856, -4.813, 0.720], [-2.378, -5.845, 2.865], [-0.939, -5.440, 4.823], [1.029, -3.965, 4.603], [1.560, -2.936, 2.446]], "lowdin_charge": [0.32, -0.31, 0.66, -0.27, -0.24, -0.29, -0.01, -0.06, -0.04, -0.14, 0.00, -0.04, -0.09, -0.02, -0.15, -0.49, -0.16, -0.06, -0.10, -0.09, -0.19, 0.10, 0.11, 0.11, 0.12, 0.11, 0.12, 0.08, 0.11, 0.10, 0.10, 0.11, -0.09, -0.08, -0.27, -0.02, -0.01, -0.31, -0.01, 0.00, 0.05, 0.08, -0.26, -0.01, 0.01, -0.36, -0.19, -0.15, 0.04, -0.08, -0.01, 0.02, -0.07, 0.09, 0.10, 0.09, 0.10, 0.11, 0.11, 0.12, 0.11, 0.12, 0.09, 0.11, 0.11, -0.17, 0.96, -0.20, -0.20, 0.09, 0.12, 0.14, 0.06, 0.02, 0.06, 0.04, 0.06, 0.05, -0.10, -0.09, -0.12, -0.30, -0.13, -0.09, 0.76, -0.30, -0.13, -0.09, -0.09, -0.08, -0.13, 0.10, 0.10, 0.07, 0.08, 0.10, 0.01, 0.07, 0.10, 0.10, 0.10, 0.09], "multiplicity": 5, "max_force_ev_per_a": 1.9, "s_squared": 6.175, "e_above_lowest_ev": 1.025, "gap_ev": [6.175, 6.438], "e_tot_ha": -4533.39778, "lumo_energy_ev": [-0.4, -1.1]}